Entry from OMol25: a cluster of 12 separate species, C25H32Cl33N5O4P2S in total (ωB97M-V with the def2-TZVPD basis set).

The geometry in XYZ format:
```
102
Properties=species:S:1:pos:R:3:mulliken_charge:R:1
H 3.02033 -0.08297 -8.90822 0.3027
N 3.38364 -0.97550 -8.58667 -0.6284
C 3.40744 -0.99604 -7.32912 0.2669
N 2.98322 0.18202 -6.59120 -0.4995
N 3.83297 -2.13550 -6.56470 -0.1292
C 3.11987 -3.36879 -6.96081 -0.8884
C 2.25583 -3.99585 -5.82237 -0.8068
C 2.87272 -3.87057 -4.42668 -1.0951
C 2.60249 -2.50427 -3.72978 -0.1939
C 1.48602 -2.63840 -2.70134 0.4538
C 0.28956 -1.96587 -2.89567 0.4784
C 0.01547 -1.04147 -4.07176 -0.9530
O 1.02879 -0.04389 -4.21327 -0.2699
O 1.36129 0.47110 -2.93988 -0.3060
C -0.68617 -2.13867 -1.96632 -0.1802
C -0.55683 -2.94910 -0.85879 0.0989
C 0.62823 -3.59600 -0.63867 0.1555
P 0.69562 -4.61257 0.89166 0.2127
S 1.11292 -3.49282 2.42787 -0.3630
C 1.66175 -3.42560 -1.57000 0.6297
P 3.27110 -4.25906 -1.21689 0.3308
N 4.13660 -3.27274 -0.34056 -0.6035
C -1.83409 -2.96528 -0.04728 -0.0392
O -2.09616 -3.46812 1.02104 -0.5704
N -2.72200 -2.27394 -0.86316 -0.0069
C -2.08068 -1.54641 -1.86857 -0.0777
O -2.61232 -0.62263 -2.44267 -0.6030
H 3.76773 0.53446 -6.05333 0.2682
H 2.22350 -0.07267 -5.97050 0.2130
H 4.82998 -2.27435 -6.65380 0.2785
H 3.85589 -4.12600 -7.23981 0.3426
H 2.44052 -3.20466 -7.79701 0.3588
H 1.21583 -3.65355 -5.84424 0.2880
H 2.22928 -5.06599 -6.06101 0.3986
H 2.44964 -4.66403 -3.80640 0.7326
H 3.94829 -4.07412 -4.45723 0.4205
H 3.49998 -2.13096 -3.22340 0.4997
H 2.35507 -1.78788 -4.50315 -0.3221
H -0.15214 -1.56917 -5.01175 0.2475
H -0.91501 -0.51229 -3.84160 0.6512
H 2.29331 0.22694 -2.83651 0.3184
H 1.64018 -5.65033 0.80666 0.0165
H -0.55089 -5.24772 1.07887 0.1207
H 3.98245 -4.54873 -2.39252 0.0064
H 3.03375 -5.49135 -0.57723 0.0900
H 5.00012 -3.05120 -0.82450 0.2390
H -3.53851 -1.85751 -0.43236 0.1652
Cl -5.80732 -1.99575 3.81455 -0.1515
C -5.46642 -2.08660 2.08582 0.3964
Cl -6.54764 -3.23696 1.29896 -0.1174
Cl -5.60840 -0.48759 1.33988 -0.1416
H -4.44727 -2.43561 1.95928 -0.0096
Cl -9.57475 -4.71105 4.11640 -0.1255
C -8.45009 -4.21304 5.37982 0.3979
Cl -9.11426 -2.86258 6.30621 -0.1226
Cl -8.06987 -5.56771 6.44587 -0.1217
H -7.53289 -3.88393 4.90714 -0.0189
Cl 4.42780 -6.26726 2.57642 -0.1048
C 4.38427 -5.82559 4.29036 -0.0859
Cl 4.65398 -4.09885 4.49503 -0.0182
Cl 2.85095 -6.31404 5.01661 -0.1180
H 5.18071 -6.35692 4.79481 0.3357
Cl 0.68474 3.57037 -5.93585 -0.1366
C 0.60108 3.53423 -4.17316 0.6665
Cl 2.13472 4.04872 -3.46680 -0.1522
Cl -0.72388 4.54367 -3.58884 -0.0407
H 0.41483 2.51379 -3.86352 -0.3540
Cl -4.38497 5.88497 -3.89794 -0.1217
C -4.46130 5.84759 -2.13536 0.0402
Cl -2.92491 6.36285 -1.43645 -0.0851
Cl -5.78506 6.85656 -1.54738 -0.1302
H -4.64962 4.82776 -1.82595 0.2904
Cl 0.11222 9.44437 0.38448 -0.1236
C 0.00306 9.48852 -1.37540 -0.0402
Cl 1.28712 10.49730 -2.05391 -0.1280
Cl 0.07126 7.86092 -2.04599 -0.0511
H -0.94869 9.92762 -1.64527 0.3023
Cl 5.65347 -1.05380 5.47981 -0.1159
C 6.42094 -1.61305 6.96894 0.0660
Cl 7.06894 -3.24299 6.76871 -0.1223
Cl 7.69358 -0.49643 7.46849 -0.1300
H 5.66962 -1.64029 7.74718 0.2877
Cl 5.62246 12.40392 -1.51419 -0.1134
C 4.25071 12.95243 -2.48043 0.6215
Cl 3.53822 14.40495 -1.77565 -0.1138
Cl 4.73967 13.24357 -4.14938 -0.1169
H 3.50066 12.17296 -2.47780 -0.2331
Cl -11.86222 -4.34181 8.34376 -0.1083
C -10.72446 -3.84964 9.59485 0.1962
Cl -11.37614 -2.51121 10.54234 -0.1293
Cl -10.31940 -5.21476 10.64133 -0.1095
H -9.81549 -3.51329 9.11186 0.1472
Cl -7.12810 -5.25002 13.43119 -0.1187
C -8.13665 -6.68877 13.58433 0.2924
Cl -7.33532 -8.09278 12.87597 -0.1212
Cl -8.54387 -6.99028 15.27468 -0.1240
H -9.05651 -6.51497 13.04141 0.0701
Cl 7.90398 15.54404 1.07477 -0.1289
C 6.54650 16.12870 0.10973 0.2587
Cl 5.84367 17.57699 0.83443 -0.1292
Cl 7.04906 16.44162 -1.55109 -0.1138
H 5.78707 15.35672 0.09124 0.1094
```

Summary:
structure (SMILES)	[H]/N=C(\N)NCCCCc1c(COO)c2c(c([PH2]=S)c1[PH2]=N)C(=O)NC2=O.ClC(Cl)Cl.ClC(Cl)Cl.ClC(Cl)Cl.ClC(Cl)Cl.ClC(Cl)Cl.ClC(Cl)Cl.ClC(Cl)Cl.ClC(Cl)Cl.ClC(Cl)Cl.ClC(Cl)Cl.ClC(Cl)Cl
LUMO level	-1.3390	eV
frontier orbital gap	7.27	eV
electronic energy	-17813.584296	Ha